1.
Molecular formula: C26H64N4Si
Method: DFT, ωB97M-V with the def2-TZVPD basis set

HOMO-LUMO gap = 8.83 eV
Lowest unoccupied orbital energy = 0.0287 Eh
SMILES string = [H]/N=C(/C)C[SiH2]CCCCC.CCN(CC)CC.CCN(CC)CC.CCN(CC)CC
Highest occupied orbital energy = -8.05 eV

Each line ends with the Mulliken charge.
Cartesian coordinates (Å):
H1 -0.02075 -2.01650 1.87205  0.296
C1 -0.54265 -7.70372 2.05281  -0.376
C2 -2.87540 -7.41795 0.07388  -0.931
H2 5.44493 4.20593 2.80810  0.397
H3 -1.59530 -5.77430 -0.49418  0.310
C3 -0.19536 -0.99573 -0.03578  -0.582
H4 -3.38163 -5.36319 2.08144  0.077
N1 0.18442 4.59977 -2.79933  0.184
H5 1.12604 -0.68403 1.64346  0.249
H6 -6.25600 -0.48933 -0.49739  0.387
H7 0.40146 3.38314 -4.54475  0.274
H8 0.62375 6.59352 -2.48483  0.332
C4 1.42328 6.13769 -4.43355  -0.968
H9 -0.92126 -1.76580 -0.33369  0.328
N2 -5.06484 -1.40861 2.47900  -0.666
C5 0.19684 -8.79735 1.29730  -1.427
H10 -3.19452 1.11397 2.14344  0.407
N3 -0.78351 -6.52156 1.24468  0.171
H11 -1.60250 2.62792 -2.35795  0.287
H12 1.37961 -2.24751 0.81978  0.374
H13 -0.39894 -5.16480 2.74535  0.363
H14 2.68727 2.76762 0.12376  -0.016
H15 0.79880 3.31255 -1.29443  -0.029
H16 -0.74296 1.07019 -0.43143  -0.480
C6 6.53420 2.91033 1.46690  -0.986
H17 2.93766 0.43143 0.66366  0.424
H18 1.29625 5.41607 -5.24177  0.267
H19 -6.92045 -0.00451 1.05813  0.483
H20 -5.66920 -2.97461 -0.13076  0.474
H21 5.88096 5.25523 -0.16212  0.337
C7 1.23587 4.08638 -1.93195  -0.371
C8 -0.87016 2.38698 -3.13070  -1.226
C9 -5.28426 -1.35751 1.22564  0.809
H22 3.07700 2.95308 -1.85788  -0.057
H23 -3.64430 -6.75121 0.46140  0.226
C10 -2.47976 0.08721 0.36075  -0.445
H24 4.32519 2.25746 -0.25049  0.269
C11 3.95404 4.85130 0.79799  -0.602
C12 -4.81427 -2.49791 0.35852  -1.099
H25 2.70199 1.32616 2.17148  0.348
H26 -0.64006 0.67087 1.28873  0.498
H27 0.44935 -0.83870 -0.90617  0.448
C13 5.25713 3.30525 2.21833  -0.739
C14 -5.98341 -0.21173 0.52597  -1.052
H28 -0.41332 -9.23574 0.50671  0.282
H29 -2.60866 -4.56727 3.44090  0.440
H30 6.34442 2.11901 0.73988  0.247
H31 -2.73657 2.19178 0.83545  0.493
H32 -2.85542 -0.05179 -0.66516  0.306
H33 -3.18437 -7.73384 -0.92442  0.385
H34 -1.19643 -4.49953 1.34061  0.053
H35 4.15170 5.60961 1.56051  0.372
H36 2.44232 6.05272 -4.05916  0.191
H37 2.90603 4.97960 0.50733  0.323
H38 -2.68752 -0.84887 0.89594  0.285
H39 -2.62488 -6.32659 3.35367  0.322
H40 -1.46473 -8.12875 2.48115  0.278
H41 4.30571 0.71905 1.73297  0.362
H42 -4.15211 -2.13440 -0.43797  0.287
H43 2.24179 2.81653 -3.39931  0.409
H44 1.31498 7.13501 -4.86404  0.408
N4 4.05802 3.54971 1.43362  0.039
Si1 -5.00167 1.41829 0.48852  0.262
C15 -3.23301 1.23384 1.05302  -0.842
H45 -0.86000 -7.34439 -0.65417  0.366
C16 2.49359 3.50892 -2.59446  -0.423
C17 -2.53047 -5.41651 2.75957  -1.055
C18 3.38840 1.15888 1.33972  -1.691
C19 -1.49910 -6.74520 -0.00100  -0.648
C20 0.38104 5.93953 -3.32690  -0.662
C21 -0.96531 0.29364 0.31127  -0.033
C22 -0.33673 3.65698 -3.77423  -0.512
H46 -2.85393 -8.30764 0.70534  0.241
H47 3.13945 4.28226 -3.00675  0.108
C23 -1.19115 -5.36088 2.01590  -0.313
H48 7.27441 2.53223 2.17443  0.387
C24 3.63049 2.45530 0.58293  0.265
H49 -4.28019 -3.23103 0.96768  0.072
H50 -0.58921 6.27798 -3.70307  0.451
H51 -1.15350 4.15817 -4.30078  0.551
H52 -1.35325 1.75836 -3.87987  0.475
C25 0.63110 -1.51966 1.14360  -1.191
H53 4.76171 4.32783 -1.16512  0.223
H54 1.51957 4.89685 -1.25497  0.174
H55 0.06772 -7.38593 2.90272  0.453
H56 4.50302 6.05022 -0.91304  0.400
H57 -5.72285 2.39953 1.33446  -0.194
H58 0.46958 -9.60084 1.98248  0.437
H59 -5.01568 1.93663 -0.90208  -0.150
H60 5.02953 2.52051 2.94408  0.404
H61 -0.07231 1.79754 -2.67569  0.162
H62 1.10870 -8.40242 0.84736  0.335
H63 6.98310 3.75035 0.93869  0.264
C26 4.83200 5.12882 -0.42781  -1.043
H64 -5.43059 -0.57786 2.94604  0.275

2.
Molecular formula: C23H41N2OP3Tl
Method: DFT, ωB97M-V with the def2-TZVPD basis set

HOMO-LUMO gap (spin up / spin down) = 4.19 / 3.84 eV
ΔE to the lowest compared entry with this formula, charge and spin = 116.9 kcal per mole
Lowest unoccupied orbital energy (spin up / spin down) = -0.4576 / -0.4740 Eh
Net charge = +3
Highest occupied orbital energy (spin up / spin down) = -16.64 / -16.74 eV

Each line ends with the Mulliken charge.
Cartesian coordinates (Å):
H1 0.27114 0.56482 -3.99268  0.226
H2 -1.29571 -0.29700 -4.13806  0.466
P1 -1.09958 0.82746 -1.98064  0.762
H3 1.61006 2.96200 -2.65148  0.444
C1 -4.07098 -2.01738 0.23234  -0.757
C2 -1.25657 2.67506 -2.02244  -1.053
C3 3.64714 0.54174 -3.14549  -1.492
H4 -4.74627 0.04306 0.40442  0.407
C4 3.76319 -4.20808 -2.57889  -0.551
H5 2.10927 -4.12715 0.89491  0.243
C5 1.24515 -2.26177 3.10916  -1.154
H6 3.49477 -6.34760 -2.50952  0.440
H7 3.60738 1.41032 -3.82812  0.517
C6 -3.62302 3.05698 1.63898  0.329
H8 -3.19333 -0.26164 -1.27727  -0.595
H9 -2.02982 -1.74081 2.12394  -0.081
C7 2.88695 -5.44775 -0.64083  -0.565
H10 -3.52871 1.36346 -1.91468  0.338
C8 0.76697 0.49865 3.46441  -0.884
C9 -0.80325 0.61833 -3.79058  -1.302
H11 3.89202 0.07198 0.17634  0.320
H12 -4.55118 4.84981 2.47898  0.503
C10 3.40672 -5.41734 -1.94831  -0.644
H13 -3.48962 -2.82131 0.75410  0.255
N1 -4.83599 3.27898 -0.66871  -0.478
H14 -1.91872 -0.36091 3.24612  0.133
H15 4.74449 0.43773 -2.91392  0.490
H16 1.54703 0.52705 -1.06705  -0.267
P2 2.77618 0.97692 -1.65379  1.471
H17 -2.47832 1.23304 1.18689  0.748
H18 -3.41821 4.49174 4.74612  0.410
H19 -0.32534 3.10490 -1.63582  0.198
H20 3.30711 3.26888 -2.38587  0.486
H21 4.94548 1.30505 -0.74275  0.477
C11 -3.88787 3.99326 2.66053  -0.337
H22 0.63224 -3.16923 3.18555  0.437
C12 -4.25718 3.17308 0.34544  -0.212
H23 1.62956 -2.02043 4.12069  0.426
O1 2.66635 -2.02013 0.07936  -0.509
H24 -2.10374 3.01916 -1.41360  0.200
C13 -2.47401 2.68048 4.10239  -0.326
Tl1 0.88504 -1.40866 -0.74949  0.772
C14 3.95949 1.06591 -0.30182  -1.227
H25 3.68032 -1.93218 -2.37583  0.367
H26 3.20285 -0.34245 -3.62225  0.479
P3 0.28107 -0.89501 2.34658  0.805
C15 -3.29212 3.79960 3.90586  -0.680
C16 3.41709 -2.95715 -2.03228  -0.470
H27 1.58621 1.05961 2.97393  0.363
H28 1.20672 0.17345 4.42516  0.439
H29 4.25737 -4.24957 -3.56090  0.417
H30 -1.20174 1.45506 -4.37791  0.436
C17 -4.28479 -0.85781 0.89623  -0.471
H31 2.69763 -6.37578 -0.08117  0.434
H32 -1.40561 3.06960 -3.03899  0.453
C18 -2.90534 0.46816 -2.04330  -0.364
C19 2.42424 2.75182 -1.93837  -1.424
H33 3.69850 1.93138 0.33449  0.400
H34 -1.43615 -2.01513 3.78413  0.523
H35 -4.37778 -0.88104 1.99062  0.403
N2 -2.26805 1.77786 3.15746  -0.342
C20 2.76563 -3.05359 -0.77750  0.933
H36 -1.95777 2.53494 5.06136  0.422
C21 2.53661 -4.25107 -0.08935  -0.192
H37 2.12454 -2.45295 2.48748  0.313
C22 -2.77205 1.97107 1.93639  -0.116
H38 2.21141 3.32915 -1.01975  0.410
H39 -0.09639 1.16484 3.61186  0.061
H40 -3.16627 0.04563 -3.02115  0.565
C23 -1.42412 -1.31444 2.93842  -0.524
H41 -3.90828 -2.06667 -0.87012  0.297

3.
Molecular formula: C31H47DyNO2P2S2
Method: DFT, ωB97M-V with the def2-TZVPD basis set

HOMO-LUMO gap (spin up / spin down) = 5.88 / 5.66 eV
Multiplicity = 6
ΔE to the lowest compared entry with this formula, charge and spin = 18.1 kcal per mole
Lowest unoccupied orbital energy (spin up / spin down) = -0.1574 / -0.1654 Eh
Expectation value of S² = 9.3763
Net charge = +1
Highest occupied orbital energy (spin up / spin down) = -10.16 / -10.16 eV

Each line ends with the Löwdin spin population.
Cartesian coordinates (Å):
H1 1.73035 2.19477 -1.61944  0.000
C1 1.98918 -0.06712 0.00458  0.000
C2 0.47606 2.01125 -6.98148  0.000
H2 -0.62607 -4.79900 -1.42704  0.000
H3 2.35496 -3.88016 -3.25434  0.000
N1 -1.84413 -1.51171 3.72022  -0.001
H4 -1.28520 4.43816 -6.53377  0.000
C3 -5.36817 -4.59687 4.68490  0.000
H5 -0.34094 -0.79199 3.42456  0.000
C4 -3.73434 -2.78528 3.31531  -0.001
S1 -2.14873 -2.11497 5.28746  0.000
C5 2.82496 -3.05790 -2.69610  0.000
C6 0.89835 0.74707 0.59108  -0.019
C7 0.18081 0.46873 1.81935  -0.015
H6 -2.86374 3.69781 -6.95852  0.000
H7 -0.64250 4.55094 0.28594  0.000
C8 -5.62306 -4.28144 3.33401  0.000
O1 -1.05893 -2.95070 5.72104  0.000
H8 0.16812 -3.68095 -3.72442  0.000
H9 1.36135 -0.17608 3.49242  -0.001
H10 -0.10442 -3.25008 -6.45976  0.000
C9 -0.71745 1.57917 2.06737  -0.010
C10 -4.80378 -3.38887 2.64812  0.000
C11 -1.66860 1.67663 3.20837  0.001
C12 0.04587 -3.94422 -1.62638  0.000
H11 -1.35956 -3.20950 -3.01398  0.000
C13 -2.36168 -1.91620 -5.65684  0.000
H12 3.90982 -3.22294 -2.72801  0.000
H13 0.35240 -1.38117 -1.78498  -0.001
H14 0.51813 -2.13813 -7.72155  0.000
H15 -2.19982 3.68429 0.33938  -0.001
C14 -1.24344 3.83295 0.87640  -0.003
C15 1.31918 2.84751 -0.84236  -0.001
H16 -2.33665 -1.10164 -7.99050  0.000
H17 -0.69278 -1.06283 -3.13994  0.000
C16 0.31614 -2.25174 -6.64324  0.000
H18 2.03954 -1.01428 0.54884  0.000
H19 2.16526 3.36702 -0.36406  -0.001
C17 -0.27967 -3.15384 -2.86915  0.000
H20 1.18986 -0.52641 -4.42117  0.000
H21 0.87506 -1.48358 2.32046  0.000
H22 0.98147 2.91544 -6.62240  0.000
H23 3.47224 -1.16103 -3.68085  0.000
H24 2.56236 -2.16162 -0.77360  0.000
C18 2.42086 -3.14913 -1.20306  0.000
C19 -1.96578 1.00592 -7.70820  0.000
H25 -1.47899 4.26390 1.86060  0.000
H26 0.44946 2.04153 -8.07559  0.000
C20 0.52633 2.05731 0.13663  -0.022
O2 -2.56883 -1.01520 6.11960  0.000
Dy1 -1.40045 0.71607 -0.01724  5.120
C21 2.59433 -1.75336 -3.38237  0.000
H27 -2.35288 -2.84818 -6.23633  0.000
C22 1.35425 -1.31120 -3.66540  0.000
C23 -1.77311 3.59634 -7.04856  0.000
C24 -3.52298 -3.05048 4.67189  0.000
H28 1.04502 1.13409 -6.65721  0.000
C25 0.16486 -1.68290 -2.83067  -0.001
P1 -0.84897 -0.94815 -6.04674  0.000
H29 2.98133 0.40898 0.07083  0.000
C26 -2.72222 -1.85987 2.80324  -0.003
H30 -6.46174 -4.74230 2.82473  0.000
C27 -4.30223 -3.96661 5.36115  0.000
H31 -0.72135 -0.60882 -8.51188  0.000
H32 -1.50644 3.62932 -8.11400  0.000
H33 -2.70114 1.41452 2.93120  0.000
H34 1.81605 -0.27432 -1.06159  0.000
H35 -5.99731 -5.31481 5.19431  0.000
H36 -1.74632 1.52030 -8.65328  0.000
C28 -1.49017 -0.44250 -7.74640  0.000
S2 -2.68788 -1.26861 1.16058  -0.023
H37 -1.67459 2.69524 3.62628  0.000
C29 0.56597 -0.55030 2.80433  -0.001
C30 -0.50151 2.56263 1.04590  -0.016
H38 3.16070 -3.77848 -0.68135  0.000
H39 -4.08497 -4.19868 6.40669  0.000
H40 -2.39760 -2.12820 -4.58292  0.000
H41 -3.05567 1.04717 -7.56458  0.000
H42 -3.23266 -1.31080 -5.94090  0.000
H43 0.69938 3.60774 -1.31713  0.000
P2 -1.24187 1.98395 -6.28094  0.000
H44 1.26292 -2.15847 -6.09417  0.000
H45 -1.38647 0.94371 3.97642  0.000
C31 1.07857 -3.69020 -0.80013  0.000
H46 -4.95926 -3.13529 1.61142  0.000
H47 1.03346 -3.97394 0.26706  0.000

no.,energy (Eh)
1,-1537.4902
2,-2281.0311
3,-3778.4127